1.
Formula: C20H15AsCoN2O12S
Source: the Open Molecules 2025 dataset
Level of theory: wB97M-V/def2-TZVPD

As for the HOMO energy (spin up / spin down): -2.70 / -2.48 eV. The energy above the lowest of the compared OMol25 structures with the same formula, charge and spin comes out at 33.3 kJ/mol. Its expectation value of S² is 0.809. The net charge is -2. The multiplicity is 2. The value obtained for the gap between HOMO and LUMO (spin up / spin down) is 7.03 / 6.82 eV.

Geometry (Å):
Co: -0.085 -0.454 0.136
O: 0.346 0.251 -1.501
N: -0.234 -0.418 -2.507
N: -0.518 -1.644 -2.131
O: -0.205 -1.993 -0.867
C: -1.115 -2.549 -2.946
C: -1.559 -2.174 -4.231
C: -2.207 -3.090 -5.024
C: -2.416 -4.396 -4.587
C: -1.936 -4.781 -3.336
C: -1.295 -3.880 -2.520
H: -1.399 -1.154 -4.537
H: -2.570 -2.792 -6.001
H: -2.956 -5.101 -5.204
H: -2.077 -5.801 -3.002
H: -0.931 -4.153 -1.543
O: -0.938 -2.694 3.708
As: -0.314 -1.034 3.177
O: 0.804 -0.752 4.298
O: 0.141 -1.529 1.650
C: -2.026 -0.108 3.185
C: -3.167 -0.711 3.692
C: -4.392 -0.075 3.578
C: -4.479 1.169 2.977
C: -3.337 1.772 2.480
C: -2.126 1.116 2.568
S: -0.621 1.936 2.064
O: -1.004 3.131 1.338
O: 0.038 2.205 3.326
O: 0.213 1.000 1.258
H: -0.888 -3.187 2.885
H: -3.087 -1.682 4.166
H: -5.289 -0.559 3.946
H: -5.436 1.663 2.886
H: -3.355 2.740 2.001
O: -4.256 0.573 -0.166
C: -3.089 0.886 -0.409
O: -2.086 0.212 -0.033
C: -2.866 2.170 -1.205
C: -3.994 2.916 -1.527
C: -3.924 4.078 -2.290
C: -2.671 4.458 -2.710
O: -2.308 5.536 -3.510
C: -0.911 5.433 -3.654
O: -0.426 4.335 -2.937
C: -1.535 3.728 -2.370
C: -1.599 2.586 -1.611
H: -4.946 2.544 -1.178
H: -4.798 4.657 -2.551
H: -0.439 6.361 -3.283
H: -0.667 5.319 -4.729
H: -0.726 2.013 -1.352


2.
Formula: C20H15BCl4FO5S2
Source: the Open Molecules 2025 dataset
Level of theory: wB97M-V/def2-TZVPD

As for the HOMO energy: -3.84 eV. The energy above the lowest of the compared OMol25 structures with the same formula, charge and spin comes out at 32.2 kJ/mol. The net charge is -1. The multiplicity is 1. The value obtained for the gap between HOMO and LUMO is 4.07 eV.

Geometry (Å):
Cl: -0.051 1.125 -4.491
B: -1.145 2.287 -3.539
Cl: -1.124 3.996 -4.302
Cl: -2.914 1.669 -3.416
O: -0.566 2.348 -2.183
C: -1.078 2.827 -1.113
C: -0.203 3.245 -0.056
C: -0.698 3.984 1.046
C: 0.155 4.351 2.074
C: 1.513 3.988 2.008
Cl: 2.543 4.339 3.325
C: 2.030 3.326 0.880
C: 1.178 2.952 -0.144
H: -2.166 2.960 -1.038
H: -1.755 4.255 1.050
H: -0.205 4.913 2.931
H: 3.091 3.105 0.810
H: 1.554 2.433 -1.025
F: -0.681 -3.586 -0.028
C: -1.268 -2.425 0.291
S: -1.876 -2.371 1.996
C: -0.451 -1.855 2.981
C: -0.165 -0.493 3.093
C: 1.045 -0.090 3.665
C: 1.964 -1.036 4.125
C: 1.658 -2.396 4.017
C: 0.453 -2.812 3.445
O: -2.843 -1.302 2.096
O: -2.196 -3.727 2.382
S: -0.496 -1.035 -0.491
C: -0.231 -1.720 -2.132
C: 0.903 -2.507 -2.333
C: 1.040 -3.220 -3.521
C: 0.047 -3.151 -4.504
C: -1.055 -2.315 -4.318
C: -1.184 -1.578 -3.139
O: -1.430 0.064 -0.523
O: 0.845 -0.829 0.031
H: -0.896 0.233 2.746
H: 1.253 0.978 3.760
H: 2.903 -0.717 4.580
H: 2.355 -3.145 4.390
H: 0.201 -3.867 3.338
H: 1.671 -2.552 -1.565
H: 1.928 -3.835 -3.669
H: 0.138 -3.745 -5.418
H: -1.811 -2.217 -5.098
H: -1.985 -0.855 -3.013


3.
Formula: C20H15BiBr2N4O2S2
Source: the Open Molecules 2025 dataset
Level of theory: wB97M-V/def2-TZVPD

As for the HOMO energy: -13.12 eV. The energy above the lowest of the compared OMol25 structures with the same formula, charge and spin comes out at 0.0 kJ/mol. The net charge is +2. The multiplicity is 1. The value obtained for the gap between HOMO and LUMO is 6.04 eV.

Geometry (Å):
Bi: -1.746 -0.694 0.419
O: 1.261 2.535 -3.156
C: 1.669 2.867 -1.922
C: 2.587 3.911 -1.818
C: 3.075 4.290 -0.590
C: 2.665 3.641 0.582
C: 1.743 2.630 0.496
C: 1.219 2.228 -0.748
C: 0.196 1.201 -0.791
O: -0.291 0.784 0.386
N: -0.225 0.707 -1.922
N: -1.234 -0.227 -1.760
C: -2.055 -0.378 -2.764
S: -2.030 0.642 -4.140
C: -3.286 -0.309 -5.054
C: -4.234 -0.959 -4.065
S: -3.219 -1.659 -2.724
H: 0.665 1.768 -3.107
H: 2.905 4.400 -2.730
H: 3.786 5.105 -0.529
H: 3.069 3.938 1.540
H: 1.401 2.124 1.389
H: -2.773 -1.041 -5.674
H: -3.813 0.396 -5.693
H: -4.775 -1.790 -4.515
H: -4.941 -0.253 -3.636
Br: 0.040 -1.070 7.160
C: -0.392 -0.839 5.365
C: -1.387 0.052 4.992
C: -1.694 0.155 3.651
N: -1.054 -0.554 2.715
C: -0.065 -1.389 3.071
C: 0.283 -1.570 4.394
C: 0.618 -2.103 1.957
C: 1.854 -2.693 2.116
C: 2.451 -3.336 1.037
Br: 4.131 -4.099 1.227
C: 1.786 -3.391 -0.181
C: 0.562 -2.774 -0.278
N: -0.008 -2.138 0.760
H: -1.916 0.641 5.727
H: -2.471 0.831 3.311
H: 1.046 -2.274 4.689
H: 2.370 -2.641 3.063
H: 2.219 -3.888 -1.037
H: 0.011 -2.781 -1.212


4.
Formula: C20H15Br2N4NiO6S
Source: the Open Molecules 2025 dataset
Level of theory: wB97M-V/def2-TZVPD

As for the HOMO energy (spin up / spin down): -5.63 / -6.00 eV. The energy above the lowest of the compared OMol25 structures with the same formula, charge and spin comes out at 71.7 kJ/mol. Its expectation value of S² is 2.006. The net charge is -1. The multiplicity is 3. The value obtained for the gap between HOMO and LUMO (spin up / spin down) is 7.47 / 7.84 eV.

Geometry (Å):
Ni: -0.500 0.703 0.776
O: -4.280 0.929 -0.643
C: -3.192 0.761 -0.110
O: -2.090 1.382 -0.348
C: -3.105 -0.275 1.021
C: -4.114 -1.102 1.483
C: -3.806 -1.980 2.518
C: -2.525 -2.029 3.071
C: -1.575 -1.165 2.560
N: -1.918 -0.339 1.589
C: -0.107 -1.034 2.998
O: 0.296 -1.783 3.877
O: 0.554 -0.107 2.393
H: -5.091 -1.059 1.025
H: -4.574 -2.644 2.899
H: -2.259 -2.714 3.863
Br: -0.598 -5.306 -5.109
C: 0.286 -4.159 -3.867
C: 1.671 -4.158 -3.836
C: 2.310 -3.319 -2.932
C: 1.570 -2.505 -2.084
C: 0.182 -2.523 -2.127
C: -0.467 -3.360 -3.028
C: -0.656 -1.654 -1.193
O: -1.878 -1.787 -1.230
O: 0.025 -0.869 -0.460
H: 2.234 -4.800 -4.499
H: 3.393 -3.308 -2.892
H: 2.048 -1.848 -1.370
H: -1.548 -3.360 -3.044
N: 0.559 4.307 1.691
C: 0.312 3.210 2.449
N: 1.367 2.676 3.101
S: -1.210 2.545 2.601
H: 1.496 4.520 1.388
H: -0.199 4.593 1.095
H: 2.305 2.912 2.823
H: 1.209 1.730 3.435
Br: 4.208 4.449 -2.095
C: 2.918 3.302 -1.337
C: 3.256 2.521 -0.246
C: 2.271 1.698 0.282
N: 1.043 1.649 -0.222
C: 0.734 2.387 -1.283
C: 1.650 3.240 -1.882
H: 4.252 2.535 0.172
H: 2.456 1.033 1.120
H: -0.284 2.277 -1.645
H: 1.374 3.829 -2.745


5.
Formula: C20H15Br4F3N6O2PdS
Source: the Open Molecules 2025 dataset
Level of theory: wB97M-V/def2-TZVPD

As for the HOMO energy (spin up / spin down): -6.77 / -6.77 eV. The energy above the lowest of the compared OMol25 structures with the same formula, charge and spin comes out at 129.6 kJ/mol. The multiplicity is 1. The value obtained for the gap between HOMO and LUMO (spin up / spin down) is 4.58 / 4.58 eV.

Geometry (Å):
Pd: 1.500 -0.591 1.046
Br: 5.713 5.020 -0.887
C: 5.133 3.424 -0.106
C: 6.140 2.354 0.122
Br: 7.911 2.671 -0.397
C: 5.804 1.182 0.680
Br: 6.996 -0.211 1.001
C: 4.407 0.925 1.115
O: 4.064 -0.097 1.638
C: 3.362 2.033 0.853
O: 2.205 1.860 1.150
C: 3.839 3.278 0.223
Br: 2.526 4.573 -0.061
S: -0.736 1.194 0.224
C: -1.759 0.024 -0.481
N: -2.922 0.427 -1.195
N: -3.046 1.665 -1.240
C: -4.096 2.317 -1.914
C: -5.052 1.596 -2.619
C: -6.067 2.294 -3.249
C: -6.120 3.681 -3.180
C: -5.152 4.384 -2.478
C: -4.129 3.704 -1.837
N: -1.691 -1.280 -0.572
N: -0.554 -1.738 -0.001
C: -0.344 -3.013 -0.006
C: 1.068 -3.415 0.351
C: 1.235 -4.866 0.654
C: 0.275 -5.757 0.390
C: -0.990 -5.331 -0.172
C: -1.297 -4.036 -0.369
H: -2.270 2.184 -0.730
H: -4.992 0.519 -2.665
H: -6.820 1.749 -3.802
H: -6.916 4.214 -3.680
H: -5.188 5.464 -2.427
H: -3.367 4.236 -1.284
H: 1.665 -3.171 -0.546
H: 2.185 -5.178 1.066
H: 0.426 -6.809 0.589
H: -1.719 -6.093 -0.418
H: -2.257 -3.726 -0.755
F: 2.231 -0.996 -0.783
C: 1.719 -2.520 1.428
F: 3.032 -2.901 1.525
F: 1.172 -2.900 2.661
N: -0.277 -0.568 3.536
N: 1.005 -0.147 3.046
H: -0.306 -0.447 4.545
H: -0.338 -1.560 3.338
H: 1.769 -0.491 3.625
H: 1.021 0.867 3.046


6.
Formula: C20H15Cl4F3MoN3O3S2Si
Source: the Open Molecules 2025 dataset
Level of theory: wB97M-V/def2-TZVPD

As for the HOMO energy (spin up / spin down): -11.18 / -11.16 eV. The net charge is +1. The multiplicity is 1. The value obtained for the gap between HOMO and LUMO (spin up / spin down) is 4.07 / 4.05 eV.

Geometry (Å):
Mo: -0.393 -0.078 -0.131
F: -0.483 5.410 0.097
C: -1.686 4.946 0.455
F: -2.366 4.707 -0.674
F: -2.314 5.927 1.102
C: -1.582 3.698 1.302
C: -2.025 3.644 2.607
C: -1.911 2.441 3.305
C: -1.375 1.335 2.671
N: -0.968 1.379 1.401
C: -1.044 2.537 0.723
S: -0.441 2.355 -0.864
H: -2.461 4.515 3.071
H: -2.247 2.377 4.327
H: -1.282 0.375 3.166
Cl: 3.346 -2.404 5.125
C: 2.806 -1.612 3.722
C: 3.721 -0.830 2.978
Cl: 5.330 -0.677 3.530
C: 3.320 -0.188 1.811
Cl: 4.404 0.761 0.889
C: 1.987 -0.328 1.375
O: 1.482 0.174 0.310
C: 1.046 -1.115 2.141
O: -0.139 -1.176 1.626
C: 1.474 -1.736 3.322
Cl: 0.353 -2.646 4.251
C: -0.703 -1.039 -5.544
Si: 0.434 -2.500 -5.088
C: -0.137 -4.063 -6.016
C: 2.277 -2.101 -5.392
C: 0.231 -2.884 -3.210
C: 0.073 -4.167 -2.704
C: -0.154 -4.377 -1.346
C: -0.196 -3.293 -0.488
N: -0.033 -2.053 -0.947
C: 0.161 -1.861 -2.266
S: 0.243 -0.165 -2.564
H: -0.888 -1.023 -6.613
H: -0.250 -0.092 -5.268
H: -1.663 -1.115 -5.042
H: -0.024 -3.905 -7.083
H: -1.182 -4.291 -5.830
H: 0.452 -4.937 -5.758
H: 2.402 -1.681 -6.387
H: 2.888 -2.999 -5.344
H: 2.670 -1.378 -4.681
H: 0.113 -5.010 -3.376
H: -0.323 -5.372 -0.964
H: -0.363 -3.411 0.577
O: -3.233 -0.704 -0.563
N: -2.110 -0.416 -0.406


7.
Formula: C20H15Cl5MoN2O3S
Source: the Open Molecules 2025 dataset
Level of theory: wB97M-V/def2-TZVPD

As for the HOMO energy: -7.78 eV. The energy above the lowest of the compared OMol25 structures with the same formula, charge and spin comes out at 68.0 kJ/mol. The multiplicity is 1. The value obtained for the gap between HOMO and LUMO is 4.56 eV.

Geometry (Å):
Mo: 1.069 0.045 0.540
Cl: 1.089 1.516 2.245
C: 2.658 -1.049 1.117
C: 2.726 -0.894 -0.197
C: 3.712 -1.467 -0.979
Cl: 3.761 -1.241 -2.683
C: 4.647 -2.227 -0.293
Cl: 5.903 -3.001 -1.151
C: 4.574 -2.381 1.132
Cl: 5.767 -3.302 1.933
C: 3.552 -1.796 1.864
Cl: 3.400 -1.963 3.562
C: -2.155 -1.017 -1.797
C: -2.116 -2.093 -0.750
C: -3.034 -3.134 -0.756
C: -2.995 -4.124 0.213
C: -2.030 -4.092 1.206
C: -1.092 -3.069 1.258
C: -0.046 -3.043 2.337
C: -1.162 -2.086 0.268
N: -0.216 -1.038 0.288
H: -2.897 -1.250 -2.558
H: -1.187 -0.904 -2.290
H: -2.422 -0.052 -1.363
H: -3.794 -3.157 -1.527
H: -3.719 -4.927 0.191
H: -2.002 -4.868 1.961
H: -0.315 -3.719 3.146
H: 0.078 -2.045 2.763
H: 0.926 -3.355 1.949
N: 1.248 1.522 -1.015
C: 0.307 2.635 -0.815
C: 0.773 3.932 -0.848
C: -0.135 4.965 -0.659
C: -1.482 4.690 -0.444
C: -1.922 3.367 -0.400
C: -1.023 2.335 -0.582
S: -2.688 6.009 -0.372
O: -1.888 7.182 -0.063
O: -3.243 5.973 -1.713
O: -3.596 5.573 0.675
H: 2.210 1.854 -1.047
H: 1.069 1.079 -1.917
H: 1.825 4.139 -1.015
H: 0.181 6.000 -0.669
H: -2.971 3.176 -0.209
H: -1.346 1.300 -0.537


8.
Formula: C20H15ClCuI2N3O2
Source: the Open Molecules 2025 dataset
Level of theory: wB97M-V/def2-TZVPD

As for the HOMO energy (spin up / spin down): -3.91 / -4.90 eV. Its expectation value of S² is 0.767. The net charge is -1. The multiplicity is 2. The value obtained for the gap between HOMO and LUMO (spin up / spin down) is 6.04 / 7.03 eV.

Geometry (Å):
Cu: 1.173 1.023 -0.329
O: -2.793 0.970 -0.812
C: -1.584 0.874 -1.012
O: -0.670 1.688 -0.690
C: -1.112 -0.391 -1.748
C: -2.100 -1.229 -2.335
C: -1.707 -2.336 -3.009
C: -0.326 -2.641 -3.099
C: 0.167 -3.784 -3.777
C: 1.507 -4.036 -3.826
C: 2.415 -3.152 -3.196
C: 1.968 -2.045 -2.537
C: 0.581 -1.765 -2.476
N: 0.169 -0.638 -1.807
H: -3.132 -0.937 -2.212
H: -2.430 -2.996 -3.477
H: -0.543 -4.452 -4.252
H: 1.877 -4.911 -4.345
H: 3.477 -3.358 -3.238
H: 2.642 -1.356 -2.047
I: 3.686 0.524 -0.339
Cl: -3.768 4.919 2.792
C: -2.228 4.195 2.357
C: -1.856 2.990 2.926
C: -0.639 2.430 2.582
C: 0.224 3.048 1.666
C: 1.478 2.426 1.276
C: -0.190 4.267 1.118
C: -1.403 4.842 1.454
H: -2.518 2.494 3.624
H: -0.349 1.482 3.018
H: 1.892 1.711 1.979
H: 2.232 3.076 0.846
H: 0.449 4.759 0.395
H: -1.714 5.780 1.014
I: -1.164 -2.709 4.664
C: -0.023 -1.845 3.201
C: 1.351 -1.850 3.111
N: 1.654 -1.163 1.998
N: 0.572 -0.713 1.362
C: -0.463 -1.116 2.080
H: 2.109 -2.282 3.742
H: 2.556 -0.932 1.585
H: -1.467 -0.860 1.777


9.
Formula: C20H15CsN4O2
Source: the Open Molecules 2025 dataset
Level of theory: wB97M-V/def2-TZVPD

As for the HOMO energy: -7.23 eV. The energy above the lowest of the compared OMol25 structures with the same formula, charge and spin comes out at 0.0 kJ/mol. The multiplicity is 1. The value obtained for the gap between HOMO and LUMO is 7.18 eV.

Geometry (Å):
Cs: 0.272 0.152 0.190
O: 4.828 0.232 1.414
C: 4.780 0.167 2.756
C: 5.983 0.184 3.461
C: 5.984 0.113 4.837
C: 4.784 0.032 5.533
C: 3.586 0.023 4.848
C: 3.560 0.089 3.455
C: 2.285 0.067 2.703
O: 2.297 0.048 1.435
N: 1.192 0.108 3.462
N: 0.027 -0.004 2.808
C: -1.054 0.205 3.473
C: -2.357 0.111 2.868
C: -3.494 0.185 3.692
C: -4.752 0.111 3.139
C: -4.870 -0.022 1.760
C: -3.699 -0.086 1.024
N: -2.482 -0.030 1.537
H: 3.872 0.175 1.138
H: 6.899 0.253 2.892
H: 6.926 0.126 5.370
H: 4.792 -0.022 6.612
H: 2.647 -0.037 5.375
H: -1.015 0.462 4.536
H: -3.364 0.293 4.758
H: -5.636 0.157 3.758
H: -5.836 -0.069 1.279
H: -3.745 -0.185 -0.053
N: -0.030 3.045 -0.119
C: -0.011 4.189 -0.032
C: 0.005 5.600 0.013
C: 0.812 6.300 -0.888
C: 0.804 7.682 -0.880
C: 0.002 8.372 0.016
C: -0.795 7.677 0.913
C: -0.800 6.294 0.920
H: 1.434 5.756 -1.584
H: 1.420 8.226 -1.579
H: -0.004 9.452 0.014
H: -1.420 8.218 1.606
H: -1.420 5.748 1.616


10.
Formula: C20H15F2N2
Source: the Open Molecules 2025 dataset
Level of theory: wB97M-V/def2-TZVPD

As for the HOMO energy: -12.23 eV. The energy above the lowest of the compared OMol25 structures with the same formula, charge and spin comes out at 0.0 kJ/mol. Its SMILES is Fc1ccc(C(c2ccc(F)cc2)[n+]2c[nH]c3ccccc32)cc1. The net charge is +1. The multiplicity is 1. The value obtained for the gap between HOMO and LUMO is 8.63 eV.

Geometry (Å):
F: -4.744 1.450 3.347
C: -3.691 0.659 2.953
C: -3.749 -0.712 3.196
C: -2.568 -1.443 3.054
C: -1.362 -0.815 2.719
C: -0.070 -1.621 2.912
C: 1.204 -0.763 2.978
C: 2.372 -1.322 2.477
C: 3.584 -0.633 2.482
C: 3.599 0.626 3.062
F: 4.809 1.223 3.303
C: 2.438 1.257 3.512
C: 1.231 0.546 3.489
C: -1.424 0.474 2.201
C: -2.567 1.264 2.428
H: -4.649 -1.165 3.571
H: -2.578 -2.512 3.268
H: -0.145 -2.128 3.861
H: 2.369 -2.318 2.029
H: 4.459 -1.135 2.094
H: 2.478 2.263 3.928
H: 0.326 1.054 3.837
H: -0.578 0.920 1.662
H: -2.555 2.342 2.255
C: 1.668 -5.997 1.828
C: 1.321 -4.743 2.403
C: 0.556 -3.853 1.627
C: 0.333 -4.168 0.295
C: 0.669 -5.371 -0.293
C: 1.333 -6.321 0.502
N: -0.149 -3.011 -0.339
C: -0.233 -2.032 0.552
N: -0.025 -2.538 1.783
H: 2.202 -6.750 2.409
H: 1.663 -4.509 3.417
H: 0.392 -5.532 -1.337
H: 1.584 -7.289 0.055
H: -0.410 -2.898 -1.313
H: -0.511 -1.000 0.370


Total energy across the listed records, respectively: -5800.258408; -3909.320495; -7299.159328; -8496.406505; -12371.663143; -4455.393522; -3873.667505; -3782.095949; -1160.769146; -1080.140544 Ha.